{
  "formula": "C63H68F5O3S",
  "method": "ωB97M-V with the def2-TZVPD basis set",
  "symbols": ["C", "C", "C", "C", "C", "C", "O", "C", "S", "O", "O", "C", "F", "F", "C", "F", "F", "F", "H", "H", "H", "H", "H", "H", "H", "H", "H", "H", "H", "H", "H", "H", "C", "C", "C", "C", "C", "C", "H", "H", "H", "H", "H", "H", "C", "C", "C", "C", "C", "C", "H", "H", "H", "H", "H", "H", "C", "C", "C", "C", "C", "C", "H", "H", "H", "H", "H", "H", "C", "C", "C", "C", "C", "C", "H", "H", "H", "H", "H", "H", "C", "C", "C", "C", "C", "C", "H", "H", "H", "H", "H", "H", "C", "C", "C", "C", "C", "C", "H", "H", "H", "H", "H", "H", "C", "C", "C", "C", "C", "C", "H", "H", "H", "H", "H", "H", "C", "C", "C", "C", "C", "C", "H", "H", "H", "H", "H", "H", "C", "C", "C", "C", "C", "C", "H", "H", "H", "H", "H", "H"],
  "positions_angstrom": [[0.6575, 4.2967, 5.5184], [-0.5615, 3.4290, 5.2103], [-1.6866, 3.7667, 6.2012], [-0.3004, 1.8949, 5.2449], [1.1698, 1.4770, 5.1966], [-1.0886, 1.1822, 4.1193], [-0.3774, 1.0593, 2.9090], [-0.5559, 2.1949, 2.0402], [0.7963, 2.4320, 1.1148], [0.6044, 3.5214, 0.1757], [2.0158, 2.3881, 1.9058], [1.1056, 1.0007, -0.0910], [1.6201, 1.4280, -1.2678], [-0.0916, 0.4081, -0.3684], [2.0422, -0.1159, 0.4071], [1.6389, -0.6304, 1.5595], [2.0564, -1.1263, -0.4987], [3.2959, 0.3089, 0.5253], [0.3952, 5.3539, 5.3909], [1.4936, 4.0823, 4.8489], [0.9835, 4.1679, 6.5568], [-0.9297, 3.7058, 4.2166], [-2.0184, 4.8046, 6.1043], [-2.5494, 3.1094, 6.0328], [-1.3513, 3.5853, 7.2313], [-0.7255, 1.5148, 6.1856], [1.2541, 0.4107, 5.4470], [1.5829, 1.5979, 4.1920], [1.7774, 2.0249, 5.9193], [-2.0362, 1.7178, 3.9572], [-1.3334, 0.1584, 4.4370], [-1.4219, 2.0350, 1.3878], [5.1506, 2.7880, 2.8031], [5.4674, 2.5001, 4.1244], [6.6759, 2.9220, 4.6632], [7.5725, 3.6385, 3.8815], [7.2575, 3.9296, 2.5607], [6.0499, 3.5028, 2.0231], [4.2050, 2.4635, 2.3885], [4.7633, 1.9483, 4.7343], [6.9188, 2.6944, 5.6939], [8.5140, 3.9716, 4.3020], [7.9533, 4.4930, 1.9505], [5.8026, 3.7309, 0.9939], [3.9367, -6.1755, -0.3736], [2.9151, -5.3488, 0.0744], [3.1643, -4.0065, 0.3254], [4.4373, -3.4901, 0.1284], [5.4586, -4.3155, -0.3209], [5.2094, -5.6584, -0.5711], [3.7407, -7.2222, -0.5697], [1.9224, -5.7535, 0.2280], [2.3709, -3.3618, 0.6783], [4.6291, -2.4427, 0.3229], [6.4505, -3.9108, -0.4773], [6.0074, -6.3018, -0.9201], [6.7424, 8.5290, 1.7627], [7.4641, 9.7094, 1.6478], [8.6660, 9.8578, 2.3267], [9.1474, 8.8238, 3.1181], [8.4255, 7.6434, 3.2315], [7.2228, 7.4955, 2.5554], [5.8047, 8.4120, 1.2350], [7.0896, 10.5145, 1.0283], [9.2272, 10.7797, 2.2396], [10.0852, 8.9386, 3.6471], [8.7978, 6.8348, 3.8481], [6.6596, 6.5768, 2.6496], [-1.6560, -4.7285, -2.3024], [-0.6538, -4.0106, -1.6624], [-0.5388, -2.6427, -1.8652], [-1.4341, -1.9916, -2.7021], [-2.4369, -2.7057, -3.3419], [-2.5461, -4.0766, -3.1452], [-1.7419, -5.7968, -2.1464], [0.0432, -4.5176, -1.0072], [0.2422, -2.0780, -1.3791], [-1.3470, -0.9236, -2.8544], [-3.1314, -2.1935, -3.9973], [-3.3272, -4.6349, -3.6474], [-0.8923, 0.5033, -6.7871], [-1.3420, 0.6575, -5.4835], [-2.7038, 0.6503, -5.2159], [-3.6156, 0.4826, -6.2493], [-3.1658, 0.3261, -7.5531], [-1.8042, 0.3390, -7.8212], [0.1700, 0.5099, -6.9958], [-0.6317, 0.7826, -4.6764], [-3.0545, 0.7745, -4.1986], [-4.6778, 0.4724, -6.0384], [-3.8759, 0.1936, -8.3595], [-1.4530, 0.2196, -8.8389], [-6.1904, -1.0719, -3.0226], [-7.5217, -0.6938, -3.1328], [-8.5220, -1.5302, -2.6560], [-8.1898, -2.7425, -2.0663], [-6.8582, -3.1185, -1.9561], [-5.8576, -2.2847, -2.4356], [-5.4086, -0.4191, -3.3914], [-7.7797, 0.2549, -3.5861], [-9.5603, -1.2354, -2.7412], [-8.9686, -3.3930, -1.6874], [-6.5994, -4.0617, -1.4912], [-4.8205, -2.5779, -2.3500], [-8.9842, -6.7814, 1.5329], [-9.2614, -6.3704, 0.2365], [-8.2779, -6.4457, -0.7399], [-7.0182, -6.9339, -0.4212], [-6.7412, -7.3448, 0.8752], [-7.7240, -7.2675, 1.8522], [-9.7494, -6.7190, 2.2959], [-10.2434, -5.9885, -0.0123], [-8.4905, -6.1178, -1.7499], [-6.2506, -6.9893, -1.1826], [-5.7579, -7.7215, 1.1248], [-7.5059, -7.5821, 2.8646], [-1.8862, -0.9231, 7.6975], [-1.2063, -1.9087, 6.9957], [-0.3545, -2.7746, 7.6673], [-0.1864, -2.6577, 9.0403], [-0.8668, -1.6718, 9.7416], [-1.7144, -0.8021, 9.0693], [-2.5424, -0.2421, 7.1706], [-1.3349, -1.9961, 5.9247], [0.1827, -3.5374, 7.1185], [0.4793, -3.3326, 9.5633], [-0.7325, -1.5780, 10.8118], [-2.2380, -0.0263, 9.6133], [0.5064, 2.0835, -12.4113], [0.2877, 1.3564, -11.2495], [0.6858, 0.0287, -11.1773], [1.3077, -0.5703, -12.2639], [1.5278, 0.1575, -13.4249], [1.1254, 1.4839, -13.4994], [0.1954, 3.1187, -12.4677], [-0.1917, 1.8251, -10.3994], [0.5132, -0.5403, -10.2724], [1.6210, -1.6046, -12.2050], [2.0140, -0.3091, -14.2721], [1.2953, 2.0511, -14.4056]],
  "atomic_forces_ev_per_a": [[-0.10, 0.16, -0.11], [-0.15, 0.16, 0.25], [-0.01, -0.31, -0.08], [-0.05, 0.07, -0.26], [0.00, -0.36, -0.03], [0.15, 0.08, 0.35], [-0.42, 0.17, -0.12], [0.00, -0.75, -0.06], [0.25, 0.82, 0.12], [-0.05, -0.39, 0.14], [-0.12, -0.03, -0.16], [-0.02, -0.14, 0.05], [0.02, 0.03, 0.01], [0.05, -0.01, -0.07], [-0.10, 0.16, -0.17], [-0.02, -0.05, 0.14], [0.07, -0.02, -0.02], [0.15, -0.02, 0.02], [0.04, -0.11, 0.03], [-0.07, 0.00, 0.06], [0.06, -0.05, -0.07], [0.26, -0.17, -0.02], [0.04, -0.06, 0.06], [0.03, 0.16, -0.02], [-0.02, 0.12, -0.09], [0.07, 0.07, 0.01], [-0.03, 0.10, -0.05], [-0.02, 0.16, 0.15], [-0.05, -0.01, -0.03], [0.04, -0.11, -0.02], [0.11, 0.08, -0.06], [0.01, 0.27, 0.05], [-0.03, -0.04, -0.01], [0.02, 0.00, 0.01], [-0.01, 0.01, 0.01], [-0.01, 0.01, 0.01], [0.03, -0.03, -0.02], [0.02, 0.01, 0.01], [-0.04, 0.04, 0.00], [-0.01, 0.00, 0.00], [0.00, 0.00, 0.01], [0.01, -0.01, 0.00], [0.01, -0.01, -0.01], [-0.01, 0.00, 0.00], [0.00, 0.00, -0.01], [0.02, 0.00, 0.00], [-0.03, -0.05, 0.04], [0.01, 0.02, -0.01], [0.00, -0.01, 0.00], [0.00, 0.00, 0.00], [0.00, 0.00, 0.00], [0.00, 0.00, 0.01], [-0.01, 0.01, -0.01], [-0.01, 0.01, -0.01], [0.00, 0.00, 0.00], [0.00, 0.00, -0.01], [0.02, 0.02, 0.00], [0.00, 0.00, 0.00], [0.00, 0.00, 0.00], [0.00, 0.00, 0.00], [0.02, -0.01, 0.00], [-0.06, 0.02, 0.00], [-0.01, 0.00, 0.00], [0.00, 0.01, 0.00], [0.00, 0.00, 0.00], [0.00, 0.00, 0.00], [-0.01, -0.01, 0.01], [-0.01, 0.00, 0.00], [0.00, 0.01, 0.00], [0.00, -0.01, -0.03], [-0.02, 0.00, -0.01], [-0.03, 0.01, -0.04], [0.05, -0.01, -0.05], [-0.01, 0.00, 0.01], [0.00, 0.00, 0.00], [0.01, 0.00, -0.01], [-0.02, -0.03, 0.04], [0.01, 0.01, 0.02], [0.03, 0.00, -0.04], [0.00, 0.00, 0.00], [-0.01, -0.01, -0.02], [0.02, 0.01, 0.03], [-0.03, -0.02, 0.02], [-0.01, -0.01, 0.01], [0.00, 0.00, 0.00], [0.02, 0.00, -0.01], [0.00, 0.00, 0.00], [0.00, 0.02, 0.00], [0.02, 0.01, 0.01], [0.00, 0.00, 0.00], [0.00, 0.00, 0.00], [-0.02, -0.01, -0.01], [0.00, 0.00, -0.02], [0.00, 0.00, 0.00], [0.00, 0.00, 0.00], [0.00, 0.00, -0.01], [-0.01, -0.03, 0.00], [-0.02, 0.00, 0.01], [0.01, 0.00, 0.01], [0.00, 0.00, 0.00], [0.00, 0.00, 0.00], [0.00, 0.00, 0.01], [0.00, 0.01, 0.02], [-0.02, 0.01, 0.05], [0.00, 0.00, 0.00], [0.00, 0.00, 0.00], [-0.01, 0.01, -0.03], [0.00, 0.00, 0.00], [0.00, 0.00, 0.00], [0.00, 0.00, 0.00], [0.00, 0.00, 0.00], [0.00, 0.00, 0.00], [0.00, -0.01, -0.01], [0.00, 0.00, 0.00], [0.01, 0.01, 0.00], [0.00, 0.00, 0.00], [0.00, 0.03, -0.03], [0.00, 0.00, -0.01], [0.00, 0.00, 0.01], [0.00, 0.00, 0.00], [0.01, 0.00, 0.00], [0.00, -0.01, 0.00], [0.00, 0.01, -0.01], [0.01, 0.01, -0.01], [0.00, 0.00, 0.00], [0.00, 0.00, 0.00], [0.00, 0.00, 0.00], [0.00, 0.00, 0.00], [0.00, 0.00, -0.01], [-0.01, 0.00, 0.01], [0.00, 0.00, 0.02], [-0.01, 0.00, -0.01], [0.00, 0.00, 0.00], [0.00, 0.00, 0.00], [0.00, 0.00, 0.00], [0.00, 0.00, 0.00], [0.01, 0.00, 0.01], [0.00, 0.00, 0.00], [0.00, 0.00, 0.00], [0.00, 0.00, 0.00]],
  "homo_energy_ha": -0.159,
  "charge": -1,
  "multiplicity": 1,
  "e_tot_ev": -96999.0316
}